Formula: C26H26BF6N9O4S2Ti
Source: OMol25
Level of theory: ωB97M-V with the def2-TZVPD basis set

Computed properties:
LUMO energy (alpha / beta): 0.093 / 0.094 eV
M: 765.354 g/mol
Kohn-Sham gap (alpha / beta): 6.22 / 8.55 eV
HOMO level (alpha / beta): -6.1307 / -8.4566 eV
Relative energy (zero: lowest compared OMol25 entry of this formula, charge and spin): 0.0 kJ/mol

The geometry in ORCA input format:
```
! wB97M-V def2-TZVPD RIJCOSX def2/J DEFGRID3
* xyz 0 3
Ti 0.321 0.385 0.224
C -2.542 0.538 1.548
N -1.345 1.385 1.590
C -1.645 2.684 0.985
C -1.877 2.511 -0.488
C -2.771 3.304 -1.185
C -2.958 3.070 -2.540
C -2.247 2.047 -3.142
C -1.365 1.310 -2.372
N -1.174 1.531 -1.068
C -0.864 1.547 2.960
C 0.597 1.921 2.974
C 1.259 2.196 4.161
C 2.592 2.566 4.104
C 3.209 2.664 2.867
C 2.478 2.347 1.738
N 1.199 1.963 1.787
C -2.182 -0.909 1.683
C -3.064 -1.823 2.230
C -2.745 -3.170 2.183
C -1.544 -3.544 1.609
C -0.701 -2.559 1.126
N -1.003 -1.257 1.150
H -3.008 0.651 0.567
H -3.276 0.842 2.306
H -0.788 3.342 1.144
H -2.524 3.145 1.455
H -3.322 4.078 -0.668
H -3.659 3.667 -3.108
H -2.377 1.801 -4.185
H -0.782 0.515 -2.810
H -1.013 0.613 3.506
H -1.446 2.320 3.482
H 0.737 2.122 5.106
H 3.141 2.777 5.013
H 4.246 2.951 2.773
H 2.929 2.364 0.757
H -3.997 -1.481 2.658
H -3.425 -3.912 2.582
H -1.249 -4.581 1.532
H 0.257 -2.827 0.708
F -3.433 -4.219 -3.423
C -3.661 -3.399 -2.404
F -3.597 -4.090 -1.267
F -4.891 -2.894 -2.526
S -2.469 -1.993 -2.385
O -2.810 -1.237 -1.211
O -2.592 -1.350 -3.660
N -1.155 -2.872 -2.232
S 0.285 -2.333 -2.033
O 1.142 -3.336 -1.486
O 0.349 -0.997 -1.447
C 0.951 -2.030 -3.725
F 0.293 -1.029 -4.312
F 0.825 -3.124 -4.469
F 2.238 -1.707 -3.641
B 3.920 -0.106 -0.374
N 3.133 -1.081 0.539
C 3.692 -2.162 1.093
C 2.951 -2.537 2.199
C 1.920 -1.603 2.237
N 2.023 -0.730 1.232
N 3.039 0.656 -1.402
C 3.509 1.060 -2.587
C 2.671 2.033 -3.098
C 1.680 2.158 -2.130
N 1.898 1.326 -1.107
H 4.727 -0.752 -0.994
H 4.470 0.714 0.336
H 4.598 -2.572 0.680
H 3.128 -3.363 2.865
H 1.098 -1.532 2.932
H 4.420 0.636 -2.976
H 2.759 2.562 -4.031
H 0.819 2.806 -2.135
*
```

---

Formula: C26H26BiFN5O3S4Sb
Source: OMol25
Level of theory: ωB97M-V with the def2-TZVPD basis set

Computed properties:
LUMO energy: -0.361 eV
M: 934.532 g/mol
Kohn-Sham gap: 6.66 eV
HOMO level: -7.0236 eV

The geometry in ORCA input format:
```
! wB97M-V def2-TZVPD RIJCOSX def2/J DEFGRID3
* xyz 0 1
Bi -1.166 -2.097 2.817
C 0.404 -6.744 2.224
C 0.597 -6.814 0.857
C -0.219 -6.064 0.028
C -1.196 -5.250 0.592
N -1.379 -5.178 1.911
C -0.597 -5.910 2.694
C -2.090 -4.409 -0.261
C -1.749 -4.094 -1.576
C -2.595 -3.294 -2.319
C -3.757 -2.819 -1.731
C -4.006 -3.172 -0.415
N -3.204 -3.948 0.307
H 1.017 -7.309 2.912
H 1.373 -7.441 0.437
H -0.094 -6.114 -1.044
H -0.771 -5.815 3.761
H -0.813 -4.430 -2.000
H -2.341 -3.034 -3.339
H -4.448 -2.188 -2.274
H -4.897 -2.816 0.091
C 4.212 1.532 -1.521
C 3.474 1.468 -0.192
N 2.317 0.567 -0.240
C 2.439 -0.660 0.304
C 1.402 -1.515 0.506
C 1.640 -2.788 1.267
O 2.641 -3.444 1.036
O 0.757 -3.074 2.167
C 0.097 -1.121 0.127
O -0.936 -1.775 0.436
C -0.019 0.139 -0.568
C -1.281 0.572 -1.001
C -1.435 1.840 -1.449
F -2.646 2.244 -1.907
C -0.377 2.776 -1.446
C 0.885 2.308 -1.148
C 1.079 0.996 -0.681
N -0.658 4.121 -1.738
C 0.438 5.055 -1.866
C 0.989 5.506 -0.499
N -0.121 5.470 0.499
C -1.426 5.825 -0.106
C -1.831 4.718 -1.088
H 5.031 2.250 -1.462
H 3.546 1.833 -2.332
H 4.629 0.557 -1.775
H 3.123 2.441 0.143
H 4.128 1.098 0.594
H 3.432 -0.940 0.634
H -2.121 -0.108 -0.946
H 1.728 2.977 -1.195
H 0.071 5.922 -2.419
H 1.235 4.618 -2.464
H 1.385 6.519 -0.552
H 1.760 4.841 -0.115
H 0.103 6.073 1.289
H -0.132 4.506 0.962
H -1.318 6.794 -0.592
H -2.166 5.915 0.688
H -2.519 5.131 -1.829
H -2.361 3.948 -0.536
S 0.801 3.166 2.339
Sb -0.228 1.707 3.860
S -1.733 0.334 2.461
S 0.363 -1.423 4.783
S 1.536 0.019 3.901
*
```

---

Formula: C26H26F2N6O4S2
Source: OMol25
Level of theory: ωB97M-V with the def2-TZVPD basis set

Computed properties:
LUMO energy: -1.433 eV
M: 588.662 g/mol
Kohn-Sham gap: 7.87 eV
SMILES: O=C(OF)N(S)S(=O)(=O)F.c1ccncc1.c1ccncc1.c1ccncc1.c1ccncc1.c1ccncc1
HOMO level: -9.2989 eV

The geometry in ORCA input format:
```
! wB97M-V def2-TZVPD RIJCOSX def2/J DEFGRID3
* xyz 0 1
O -1.575 -4.210 -5.522
C -1.404 -3.624 -6.611
O -0.271 -2.748 -6.857
F 0.100 -3.086 -8.141
N -2.376 -3.716 -7.759
S -2.836 -5.359 -8.081
S -3.750 -2.741 -7.227
O -4.803 -3.708 -6.769
O -4.208 -1.850 -8.355
F -3.207 -1.768 -5.945
H -3.320 -5.981 -6.937
C -1.556 -2.189 -2.987
C -0.884 -2.711 -1.891
C -1.483 -2.611 -0.646
N -2.677 -2.033 -0.435
C -3.306 -1.534 -1.512
C -2.793 -1.588 -2.799
H -1.120 -2.249 -3.978
H 0.084 -3.186 -2.002
H -0.998 -3.007 0.241
H -4.268 -1.071 -1.313
H -3.345 -1.171 -3.631
C 1.391 1.060 -0.376
C 0.458 0.210 0.202
C 0.345 0.203 1.583
N 1.089 0.969 2.398
C 1.985 1.781 1.813
C 2.172 1.864 0.442
H 1.508 1.095 -1.454
H -0.167 -0.431 -0.406
H -0.372 -0.442 2.081
H 2.575 2.387 2.493
H 2.909 2.539 0.025
C -8.600 -2.942 -0.459
C -7.652 -2.658 0.513
C -6.642 -1.763 0.202
N -6.523 -1.155 -0.990
C -7.452 -1.449 -1.913
C -8.502 -2.327 -1.699
H -9.407 -3.637 -0.253
H -7.697 -3.121 1.491
H -5.879 -1.506 0.930
H -7.331 -0.946 -2.868
H -9.225 -2.525 -2.481
C 6.303 6.184 2.525
C 5.061 6.293 1.915
C 4.343 5.133 1.679
N 4.780 3.905 2.004
C 5.984 3.827 2.591
C 6.777 4.928 2.873
H 6.894 7.070 2.728
H 4.660 7.258 1.630
H 3.365 5.166 1.208
H 6.313 2.824 2.840
H 7.741 4.806 3.351
C 4.929 0.495 6.732
C 4.641 1.216 5.582
C 5.153 2.499 5.467
N 5.910 3.089 6.407
C 6.171 2.369 7.511
C 5.710 1.080 7.718
H 4.547 -0.512 6.858
H 4.033 0.792 4.792
H 4.958 3.101 4.587
H 6.783 2.870 8.255
H 5.954 0.546 8.628
*
```

---

Formula: C26H26F4FeN4O3S
Source: OMol25
Level of theory: ωB97M-V with the def2-TZVPD basis set

Computed properties:
LUMO energy (alpha / beta): -2.783 / -4.409 eV
M: 606.423 g/mol
Kohn-Sham gap (alpha / beta): 8.33 / 6.75 eV
HOMO level (alpha / beta): -11.1093 / -11.1546 eV
Relative energy (zero: lowest compared OMol25 entry of this formula, charge and spin): 0.0 kJ/mol

The geometry in ORCA input format:
```
! wB97M-V def2-TZVPD RIJCOSX def2/J DEFGRID3
* xyz 1 6
Fe -11.653 -8.310 7.723
C -9.476 -6.932 6.360
N -10.060 -7.016 7.708
C -10.487 -5.653 8.222
C -9.100 -7.679 8.609
C -9.829 -8.086 9.910
N -11.084 -8.848 9.508
C -11.396 -10.120 10.055
C -10.493 -11.205 10.146
F -9.233 -11.079 9.769
C -10.970 -12.424 10.633
F -10.095 -13.432 10.748
C -12.288 -12.663 10.915
C -13.169 -11.593 10.759
F -14.442 -11.660 11.163
C -12.741 -10.350 10.416
F -13.522 -9.274 10.470
H -8.959 -5.974 6.145
H -10.219 -7.025 5.550
H -8.728 -7.732 6.228
H -9.634 -4.949 8.174
H -10.901 -5.753 9.228
H -11.179 -5.275 7.501
H -8.327 -6.930 8.809
H -8.646 -8.518 8.066
H -10.101 -7.182 10.466
H -9.100 -8.589 10.582
H -12.652 -13.575 11.312
C -10.940 -16.336 5.961
C -11.113 -14.841 5.836
C -11.065 -14.190 4.633
C -11.258 -12.763 4.582
C -11.405 -12.046 5.730
C -11.463 -12.754 6.953
C -11.277 -14.107 7.022
S -11.639 -10.265 5.726
O -10.459 -9.585 6.335
O -12.003 -9.909 4.341
N -12.732 -9.759 6.788
C -14.120 -9.617 6.594
C -14.938 -10.345 5.811
C -16.374 -10.145 5.862
C -16.934 -9.281 6.763
C -16.064 -8.495 7.607
C -16.542 -7.670 8.683
C -15.654 -7.036 9.489
C -14.312 -7.035 9.082
N -13.808 -7.786 8.115
C -14.666 -8.629 7.482
H -9.975 -16.635 6.310
H -11.094 -16.786 4.996
H -11.673 -16.793 6.605
H -10.970 -14.699 3.675
H -11.339 -12.267 3.663
H -11.679 -12.154 7.870
H -11.464 -14.562 7.967
H -14.531 -11.025 5.116
H -16.933 -10.745 5.153
H -18.008 -9.080 6.841
H -17.628 -7.651 8.874
H -15.970 -6.414 10.297
H -13.634 -6.342 9.557
O -12.811 -7.292 5.239
H -12.566 -8.081 4.721
H -13.725 -6.918 5.002
*
```

---

Formula: C26H26FN5O4
Source: OMol25
Level of theory: ωB97M-V with the def2-TZVPD basis set

Computed properties:
LUMO energy: -0.251 eV
M: 491.523 g/mol
Kohn-Sham gap: 7.57 eV
SMILES: NC(=O)C[C@@H](NC(=O)c1ccccc1)c1ccc(N2CCN(c3ccc(F)cc3)CC2)c([N+](=O)[O-])c1
HOMO level: -7.8177 eV
Relative energy (zero: lowest compared OMol25 entry of this formula, charge and spin): 110.0 kJ/mol

The geometry in ORCA input format:
```
! wB97M-V def2-TZVPD RIJCOSX def2/J DEFGRID3
* xyz 0 1
N 1.836 0.952 -4.522
C 0.911 0.029 -4.191
O 1.100 -1.157 -4.381
C -0.385 0.589 -3.624
C -0.927 -0.206 -2.423
N -1.057 -1.604 -2.776
C -2.143 -2.338 -2.457
O -3.056 -1.895 -1.779
C -2.141 -3.737 -2.976
C -1.421 -4.131 -4.101
C -1.487 -5.443 -4.536
C -2.263 -6.369 -3.859
C -2.988 -5.980 -2.745
C -2.932 -4.670 -2.311
C -0.103 -0.066 -1.161
C -0.664 -0.510 0.044
C 0.015 -0.410 1.231
C 1.309 0.144 1.306
N 1.922 0.376 2.499
C 2.762 1.533 2.719
C 2.332 2.214 4.037
N 0.913 2.076 4.257
C 0.004 2.958 3.699
C 0.383 3.970 2.810
C -0.544 4.862 2.305
C -1.868 4.747 2.679
F -2.778 5.613 2.176
C -2.277 3.769 3.565
C -1.344 2.890 4.075
C 0.537 0.698 4.502
C 1.489 -0.241 3.727
C 1.903 0.492 0.072
N 3.282 0.806 -0.071
O 3.620 1.465 -1.043
O 4.071 0.359 0.747
C 1.182 0.415 -1.125
H 2.718 0.637 -4.892
H 1.726 1.931 -4.328
H -1.127 0.530 -4.424
H -0.266 1.634 -3.340
H -1.943 0.145 -2.193
H -0.284 -1.988 -3.306
H -0.824 -3.423 -4.655
H -0.930 -5.743 -5.412
H -2.306 -7.392 -4.204
H -3.601 -6.698 -2.219
H -3.498 -4.342 -1.451
H -1.662 -0.921 0.030
H -0.481 -0.730 2.132
H 2.627 2.228 1.886
H 3.822 1.249 2.756
H 2.839 1.748 4.887
H 2.610 3.267 4.028
H 1.408 4.077 2.496
H -0.244 5.637 1.618
H -3.313 3.709 3.859
H -1.667 2.157 4.797
H 0.591 0.472 5.575
H -0.488 0.541 4.164
H 1.011 -1.198 3.523
H 2.388 -0.442 4.319
H 1.705 0.715 -2.018
*
```

---

Formula: C26H26LuN9O7S2
Source: OMol25
Level of theory: ωB97M-V with the def2-TZVPD basis set

Computed properties:
LUMO energy: -0.473 eV
M: 815.651 g/mol
Kohn-Sham gap: 6.14 eV
HOMO level: -6.6105 eV
Relative energy (zero: lowest compared OMol25 entry of this formula, charge and spin): 49.1 kJ/mol

The geometry in ORCA input format:
```
! wB97M-V def2-TZVPD RIJCOSX def2/J DEFGRID3
* xyz 0 1
Lu 0.213 -0.189 0.097
C -4.192 1.840 0.580
N -3.551 1.799 -0.729
C -4.188 1.460 -1.915
C -3.256 1.435 -2.874
N -2.043 1.750 -2.260
C -2.236 1.985 -0.935
S -1.086 2.451 0.220
C -0.780 1.661 -2.927
C -0.661 2.196 -4.196
C 0.526 1.990 -4.876
C 1.534 1.269 -4.262
C 1.319 0.796 -2.980
N 0.181 0.997 -2.310
H -5.207 2.210 0.465
H -3.628 2.502 1.226
H -4.204 0.844 1.016
H -5.240 1.235 -1.958
H -3.315 1.159 -3.913
H -1.481 2.754 -4.631
H 0.659 2.384 -5.877
H 2.468 1.058 -4.766
H 2.070 0.200 -2.477
O -2.800 -2.669 0.489
C -2.181 -1.748 0.952
O -1.808 -0.634 0.320
C -1.806 -1.625 2.421
C -2.714 -1.674 3.440
C -2.408 -1.065 4.669
C -1.301 -0.269 4.812
C -0.402 -0.226 3.760
C -0.516 -1.074 2.648
O 0.466 -1.283 1.825
N 0.546 0.867 3.659
O 0.973 1.398 4.658
O 0.814 1.247 2.524
N -3.374 -1.137 5.774
O -4.419 -1.724 5.565
O -3.151 -0.473 6.771
H -3.693 -2.113 3.289
H -1.163 0.341 5.693
C 2.836 -2.472 -0.572
C 1.731 -2.499 -1.594
C 1.708 -3.231 -2.750
C 0.431 -3.013 -3.347
C -0.273 -2.191 -2.506
C -1.725 -1.840 -2.611
N 0.527 -1.822 -1.437
H 3.317 -3.451 -0.530
H 2.462 -2.259 0.428
H 3.611 -1.736 -0.801
H 2.506 -3.870 -3.111
H 0.045 -3.466 -4.252
H -2.085 -2.074 -3.617
H -1.916 -0.790 -2.418
H -2.327 -2.395 -1.889
C 5.409 -0.874 1.605
C 4.221 -0.222 2.322
C 3.486 0.755 1.457
N 2.607 0.437 0.575
N 2.006 1.504 -0.047
C 2.441 2.651 0.392
N 1.972 3.842 -0.059
S 3.693 2.474 1.570
H 5.982 -1.478 2.309
H 6.076 -0.122 1.180
H 5.061 -1.521 0.800
H 4.559 0.287 3.225
H 3.497 -0.980 2.624
H 1.036 3.782 -0.450
H 2.137 4.649 0.518
*
```

---

Formula: C26H26N2O2S
Source: OMol25
Level of theory: ωB97M-V with the def2-TZVPD basis set

Computed properties:
LUMO energy: 0.450 eV
M: 430.573 g/mol
Kohn-Sham gap: 8.96 eV
SMILES: CCc1ccc(NC(=O)c2ccc([C@H]3SCC(=O)N3CCc3ccccc3)cc2)cc1
HOMO level: -8.5133 eV
Relative energy (zero: lowest compared OMol25 entry of this formula, charge and spin): 0.0 kJ/mol

The geometry in ORCA input format:
```
! wB97M-V def2-TZVPD RIJCOSX def2/J DEFGRID3
* xyz 0 1
C 4.475 -1.333 -3.964
C 3.978 -0.308 -4.986
C 2.478 -0.256 -4.986
C 1.735 -1.049 -5.852
C 0.355 -1.043 -5.812
C -0.319 -0.242 -4.894
N -1.721 -0.261 -4.881
C -2.584 -0.103 -3.839
O -3.777 0.013 -4.034
C -2.001 -0.138 -2.466
C -2.407 0.808 -1.533
C -1.906 0.777 -0.245
C -1.015 -0.220 0.135
C -0.416 -0.246 1.513
S 1.196 0.662 1.510
C 0.412 2.134 2.198
C -0.881 1.682 2.859
O -1.537 2.385 3.591
N -1.206 0.420 2.502
C -2.308 -0.271 3.130
C -1.814 -1.210 4.244
C -0.982 -0.427 5.221
C -1.587 0.282 6.250
C -0.833 1.076 7.095
C 0.536 1.175 6.917
C 1.148 0.470 5.896
C 0.393 -0.327 5.054
C -0.638 -1.187 -0.791
C -1.124 -1.149 -2.082
C 0.417 0.581 -4.048
C 1.797 0.560 -4.091
H 4.096 -2.323 -4.207
H 5.562 -1.369 -3.960
H 4.131 -1.070 -2.967
H 4.382 0.674 -4.734
H 4.341 -0.583 -5.978
H 2.243 -1.679 -6.567
H -0.211 -1.666 -6.491
H -2.174 -0.402 -5.776
H -3.110 1.571 -1.829
H -2.219 1.525 0.469
H -0.191 -1.275 1.812
H 1.069 2.585 2.940
H 0.205 2.863 1.412
H -2.948 0.502 3.564
H -2.866 -0.825 2.370
H -2.685 -1.643 4.738
H -1.225 -2.021 3.810
H -2.657 0.216 6.385
H -1.317 1.625 7.889
H 1.124 1.803 7.571
H 2.216 0.543 5.749
H 0.882 -0.873 4.259
H 0.048 -1.966 -0.495
H -0.829 -1.908 -2.790
H -0.090 1.243 -3.363
H 2.355 1.199 -3.423
*
```